Entry 1:
The following is a quantum chemistry calculation of a molecular structure, C17H28CrIN2P2Te, from the Open Molecules 2025 dataset.

CARTESIAN COORDINATES (ANGSTROEM)
Cr: 0.82 -0.50 -0.12
C: 3.44 -1.69 2.17
P: 1.93 -2.17 1.29
C: 0.95 -3.07 2.54
C: 2.45 -3.48 0.12
C: 1.26 -3.87 -0.76
P: 0.58 -2.38 -1.60
C: -1.04 -2.93 -2.19
C: 1.55 -2.24 -3.13
H: 3.21 -0.93 2.92
H: 4.16 -1.27 1.47
H: 3.88 -2.55 2.67
H: 0.77 -2.44 3.41
H: 1.52 -3.94 2.88
H: -0.01 -3.40 2.14
H: 2.83 -4.34 0.67
H: 3.27 -3.08 -0.48
H: 0.46 -4.30 -0.16
H: 1.54 -4.61 -1.50
H: -0.91 -3.82 -2.81
H: -1.51 -2.16 -2.80
H: -1.70 -3.19 -1.36
H: 1.40 -3.13 -3.74
H: 2.61 -2.12 -2.90
H: 1.22 -1.36 -3.70
C: -1.57 2.52 0.32
Te: -0.62 1.53 -1.33
C: 0.52 3.34 -1.43
C: -0.43 4.38 -0.90
C: -0.29 5.72 -1.25
C: -1.17 6.66 -0.73
C: -2.19 6.26 0.13
C: -2.33 4.93 0.47
C: -1.45 3.98 -0.04
H: -1.03 2.28 1.24
H: -2.60 2.19 0.41
H: 0.83 3.51 -2.46
H: 1.41 3.22 -0.81
H: 0.49 6.02 -1.93
H: -1.07 7.70 -1.01
H: -2.88 7.00 0.52
H: -3.13 4.62 1.13
N: -1.21 -0.60 2.14
C: -2.51 -0.71 2.47
C: -3.20 -0.97 1.30
C: -2.23 -0.99 0.30
N: -1.02 -0.77 0.82
H: -0.44 -0.43 2.76
H: -2.84 -0.61 3.48
H: -4.26 -1.12 1.19
H: -2.36 -1.14 -0.76
I: 2.92 0.46 -1.07

Results
- M (g/mol) = 628.87
- max |F| (eV/Å) = 0.34
- total charge = +2
- relative energy (zero: lowest compared OMol25 entry of this formula, charge and spin) (kJ/mol) = 16.5
- multiplicity = 2
- E_HOMO (alpha / beta) (eV) = -13.934 / -13.935

***

Entry 2:
The following is a quantum chemistry calculation of 3 unconnected molecules or ions with the total composition C17H28FN2O8, from the Open Molecules 2025 dataset.

CARTESIAN COORDINATES (ANGSTROEM)
C: 1.17 -4.26 2.09
N: 1.65 -3.79 0.79
C: 1.26 -2.47 0.45
N: -0.16 -2.33 -0.06
C: -0.57 -3.06 -1.11
C: -1.84 -2.96 -1.58
C: -2.70 -2.08 -0.94
F: -3.93 -1.97 -1.39
C: -2.31 -1.31 0.15
C: -3.23 -0.37 0.87
C: -3.48 -0.72 2.34
O: -4.68 -1.46 2.48
C: -4.72 -2.76 2.08
C: -3.55 -3.66 2.42
O: -5.69 -3.19 1.52
C: -1.00 -1.49 0.55
H: 0.15 -3.94 2.31
H: 1.83 -3.90 2.88
H: 1.19 -5.34 2.11
H: 1.44 -4.47 0.07
H: 1.91 -2.02 -0.29
H: 1.29 -1.86 1.34
H: 0.15 -3.72 -1.57
H: -2.17 -3.53 -2.43
H: -4.19 -0.34 0.36
H: -2.81 0.64 0.81
H: -3.63 0.20 2.91
H: -2.64 -1.25 2.79
H: -3.97 -4.51 2.96
H: -3.12 -4.05 1.50
H: -2.77 -3.20 3.03
H: -0.61 -0.93 1.39
C: 0.58 2.67 -0.39
O: 1.49 3.30 0.51
C: 1.49 2.80 1.74
O: 0.81 1.88 2.12
O: 2.37 3.47 2.46
C: 2.48 3.06 3.83
H: 0.68 3.17 -1.35
H: 0.83 1.61 -0.50
H: -0.45 2.77 -0.03
H: 2.81 2.02 3.89
H: 1.53 3.18 4.34
H: 3.23 3.71 4.27
C: 1.77 3.70 -6.37
O: 2.76 4.33 -5.55
C: 2.82 3.89 -4.30
O: 2.13 3.02 -3.83
O: 3.78 4.56 -3.66
C: 3.97 4.14 -2.31
H: 1.85 4.18 -7.34
H: 1.97 2.64 -6.46
H: 0.78 3.86 -5.96
H: 4.28 3.10 -2.27
H: 3.04 4.27 -1.74
H: 4.74 4.78 -1.90

Results
- M (g/mol) = 407.42
- max |F| (eV/Å) = 0.58
- total charge = +1
- E_HOMO (eV) = -12.806

***

Entry 3:
The following is a quantum chemistry calculation of a single C17H28N2O2 molecule, from the Open Molecules 2025 dataset.

CARTESIAN COORDINATES (ANGSTROEM)
C: 1.47 1.32 7.51
C: 1.49 2.22 6.28
C: 2.02 1.50 5.05
C: 2.05 2.41 3.83
O: 2.56 1.78 2.68
C: 1.78 0.90 1.98
C: 0.45 0.61 2.25
C: -0.23 -0.29 1.44
C: 0.38 -0.92 0.37
C: -0.35 -1.89 -0.51
N: -0.22 -1.52 -1.91
C: -0.88 -0.25 -2.19
C: -0.62 0.15 -3.64
N: -1.04 -0.85 -4.61
C: -2.47 -0.90 -4.84
C: -2.91 0.23 -5.77
O: -4.25 0.09 -6.18
C: -0.43 -2.12 -4.25
C: -0.71 -2.54 -2.80
C: 1.72 -0.62 0.11
C: 2.41 0.27 0.90
H: 0.84 0.45 7.33
H: 1.08 1.85 8.37
H: 2.47 0.97 7.74
H: 2.11 3.10 6.49
H: 0.48 2.58 6.08
H: 3.04 1.15 5.24
H: 1.41 0.62 4.84
H: 2.73 3.25 4.00
H: 1.05 2.82 3.63
H: -0.07 1.07 3.07
H: -1.27 -0.50 1.66
H: -1.41 -1.95 -0.20
H: 0.09 -2.89 -0.40
H: -0.47 0.51 -1.52
H: -1.97 -0.31 -2.00
H: -1.12 1.10 -3.86
H: 0.46 0.29 -3.78
H: -2.69 -1.85 -5.33
H: -3.07 -0.86 -3.92
H: -2.87 1.20 -5.26
H: -2.23 0.26 -6.63
H: -4.35 -0.74 -6.65
H: -0.78 -2.89 -4.94
H: 0.65 -2.00 -4.37
H: -0.19 -3.48 -2.59
H: -1.80 -2.72 -2.67
H: 2.21 -1.10 -0.73
H: 3.44 0.51 0.70

Results
- M (g/mol) = 292.42
- max |F| (eV/Å) = 0.50
- relative energy (zero: lowest compared OMol25 entry of this formula, charge and spin) (kJ/mol) = 280.6
- E_HOMO (eV) = -8.165
- SMILES = CCCCOc1ccc(CN2CCN(CCO)CC2)cc1

***

Q: Look up the max |F| of the second one.
A: 0.58 eV/Å

***

Repeat the second record exactly.
The following is a quantum chemistry calculation of 3 unconnected molecules or ions with the total composition C17H28FN2O8, from the Open Molecules 2025 dataset.

CARTESIAN COORDINATES (ANGSTROEM)
C: 1.17 -4.26 2.09
N: 1.65 -3.79 0.79
C: 1.26 -2.47 0.45
N: -0.16 -2.33 -0.06
C: -0.57 -3.06 -1.11
C: -1.84 -2.96 -1.58
C: -2.70 -2.08 -0.94
F: -3.93 -1.97 -1.39
C: -2.31 -1.31 0.15
C: -3.23 -0.37 0.87
C: -3.48 -0.72 2.34
O: -4.68 -1.46 2.48
C: -4.72 -2.76 2.08
C: -3.55 -3.66 2.42
O: -5.69 -3.19 1.52
C: -1.00 -1.49 0.55
H: 0.15 -3.94 2.31
H: 1.83 -3.90 2.88
H: 1.19 -5.34 2.11
H: 1.44 -4.47 0.07
H: 1.91 -2.02 -0.29
H: 1.29 -1.86 1.34
H: 0.15 -3.72 -1.57
H: -2.17 -3.53 -2.43
H: -4.19 -0.34 0.36
H: -2.81 0.64 0.81
H: -3.63 0.20 2.91
H: -2.64 -1.25 2.79
H: -3.97 -4.51 2.96
H: -3.12 -4.05 1.50
H: -2.77 -3.20 3.03
H: -0.61 -0.93 1.39
C: 0.58 2.67 -0.39
O: 1.49 3.30 0.51
C: 1.49 2.80 1.74
O: 0.81 1.88 2.12
O: 2.37 3.47 2.46
C: 2.48 3.06 3.83
H: 0.68 3.17 -1.35
H: 0.83 1.61 -0.50
H: -0.45 2.77 -0.03
H: 2.81 2.02 3.89
H: 1.53 3.18 4.34
H: 3.23 3.71 4.27
C: 1.77 3.70 -6.37
O: 2.76 4.33 -5.55
C: 2.82 3.89 -4.30
O: 2.13 3.02 -3.83
O: 3.78 4.56 -3.66
C: 3.97 4.14 -2.31
H: 1.85 4.18 -7.34
H: 1.97 2.64 -6.46
H: 0.78 3.86 -5.96
H: 4.28 3.10 -2.27
H: 3.04 4.27 -1.74
H: 4.74 4.78 -1.90

Results
- M (g/mol) = 407.42
- max |F| (eV/Å) = 0.58
- total charge = +1
- E_HOMO (eV) = -12.806

***

Q: The highest M belongs to which entry?
A: C17H28CrIN2P2Te

***

Q: The lowest max |F| belongs to which entry?
A: C17H28CrIN2P2Te